Density functional theory data (wB97M-V/def2-TZVPD) for C4HCl5 in the gas phase.

XYZ file:
```
10
Properties=species:S:1:pos:R:3:nbo_charge:R:1
C 0.03495 0.24986 1.11481 -0.11
C 0.95311 0.77251 0.29835 -0.10
C -0.71183 -0.63570 0.14713 -0.30
C 0.16758 -0.14046 -1.03068 -0.13
Cl -0.27698 0.45519 2.76352 0.12
Cl 2.29406 1.74453 0.32775 0.17
Cl -2.43750 -0.29076 -0.01210 -0.01
Cl 1.17587 -1.35147 -1.75345 0.05
Cl -0.58728 0.90219 -2.19145 0.06
H -0.61198 -1.70588 0.33612 0.25
```

## Properties
HOMO energy (alpha / beta) (eV): -5.915 / -10.278
Multiplicity: 3
Relative energy (zero: lowest compared OMol25 entry of this formula, charge and spin) (kcal/mol): 30.1
Total energy (eV): -66770.5115
Maximum force (eV/Å): 9.804